# 1
14
Properties=species:S:1:pos:R:3 method="wB97M-V/def2-TZVPD" total_charge=0 lumo_ha=0.0412 de_lowest_ev=1.912 homo_ev=-9.3
C -0.753 -1.077 -0.139
C -1.423 0.281 -0.204
O -0.422 1.233 -0.528
C 0.807 1.158 0.214
C 1.406 -0.289 0.179
O 0.354 -1.048 0.723
H -1.381 -1.861 0.274
H -0.406 -1.339 -1.150
H -2.176 0.318 -1.007
H -1.945 0.514 0.740
H 0.595 1.437 1.260
H 1.413 1.927 -0.267
H 2.280 -0.645 0.761
H 1.650 -0.609 -0.855

# 2
16
Properties=species:S:1:pos:R:3 method="wB97M-V/def2-TZVPD" total_charge=0 lumo_ha=0.0175 de_lowest_ev=1.200 homo_ev=-9.3
O 5.897 0.205 -1.993
H 6.218 -0.647 -2.364
H 6.613 0.497 -1.384
O 0.000 0.000 0.000
O 4.074 -0.476 -0.744
C 0.751 0.395 1.083
C 2.958 0.413 -0.431
C 2.175 -0.152 0.823
H 0.089 -0.974 -0.066
H 4.672 -0.037 -1.385
H 0.617 1.487 1.206
H 0.307 -0.100 1.969
H 2.346 0.480 -1.351
H 3.346 1.426 -0.210
H 2.813 -0.082 1.725
H 2.043 -1.226 0.587

# 3
15
Properties=species:S:1:pos:R:3 method="wB97M-V/def2-TZVPD" total_charge=+1 lumo_ha="-0.1782 / -0.3264" multiplicity=2 de_lowest_ev=1.068 homo_ev="-13.9 / -13.8"
N -1.066 0.534 -1.001
C 0.353 0.526 -0.637
C 0.548 -0.425 0.527
S 2.265 -1.235 0.516
S 3.502 0.407 0.326
H -1.524 1.307 -0.534
H -1.162 0.655 -2.007
H 0.592 1.567 -0.297
H 1.172 0.435 -1.365
H -0.018 -1.379 0.432
H 0.266 -0.085 1.543
H 3.560 1.038 1.562
H -2.996 -1.798 0.764
H -2.542 -0.665 -0.340
O -2.951 -0.880 0.509

# 4
14
Properties=species:S:1:pos:R:3 method="wB97M-V/def2-TZVPD" total_charge=-1 lumo_ha=0.1039 de_lowest_ev=0.088 homo_ev=-4.2
N 1.371 1.178 0.358
C 0.103 0.479 0.606
C 0.065 -0.263 2.005
O -0.850 -1.103 2.119
O 0.939 0.099 2.811
C -0.192 -0.456 -0.558
S -0.804 0.508 -1.967
S -1.088 -0.886 -3.416
H 1.395 2.074 0.823
H 2.115 0.606 0.735
H -0.624 1.274 0.638
H -0.935 -1.169 -0.216
H 0.744 -0.891 -0.870
H -2.240 -1.451 -3.069

# 5
43
Properties=species:S:1:pos:R:3 method="wB97M-V/def2-TZVPD" total_charge=-1 lumo_ha=0.1093 de_lowest_ev=4.576 homo_ev=-5.4
C -1.356 1.167 -3.163
C -0.930 1.064 -1.723
N -2.159 0.639 -0.886
C -3.391 1.389 -1.003
C -1.704 0.254 0.468
C -2.119 -1.248 0.821
O -1.225 -1.833 1.688
H -1.519 0.254 -3.691
H -0.545 1.636 -3.752
H -2.177 1.918 -3.483
H -0.192 0.183 -1.591
H -0.400 1.995 -1.348
H -3.735 1.325 -2.038
H -3.192 2.455 -0.765
H -4.188 0.852 -0.376
H -0.638 0.394 0.702
H -2.128 0.820 1.358
H -2.202 -1.907 -0.104
H -3.046 -1.082 1.454
H 4.212 -0.352 1.841
H 3.107 -1.298 2.077
O 3.841 -0.891 2.455
H 2.859 -2.373 -1.821
H 3.370 -2.192 -0.329
O 3.045 -2.784 -0.985
H -0.100 -3.126 1.505
H 1.405 -2.842 1.496
O 0.741 -3.565 1.423
H 2.632 3.096 -0.708
H 2.462 1.714 0.144
O 2.678 2.178 -0.734
H -0.239 -1.433 1.459
H 1.417 -0.503 2.294
O 1.316 -0.982 1.343
H -0.756 2.988 1.177
H 0.225 3.172 2.166
O -0.689 3.547 2.013
H -0.002 -2.059 -0.768
H 0.483 -3.250 -1.454
O -0.178 -2.571 -1.581
H 2.142 1.716 2.072
H 1.310 0.061 1.002
O 1.565 1.470 1.347

# 6
114
Properties=species:S:1:pos:R:3 method="wB97M-V/def2-TZVPD" total_charge=+1 lumo_ha="-0.1323 / -0.1886" multiplicity=6 homo_ev="-10.2 / -11.2"
Fe 0.257 -1.204 -0.540
C 5.053 4.462 -2.358
C 3.660 4.231 -1.771
C 3.571 4.972 -0.427
C 2.620 4.809 -2.746
C 3.354 2.759 -1.548
C 2.111 2.412 -0.988
C 1.798 1.099 -0.773
N 0.665 0.585 -0.177
C -0.021 1.058 0.897
C -0.411 2.348 1.212
C -1.118 2.593 2.384
C -1.439 1.514 3.247
C -1.113 0.206 2.992
C -0.385 -0.042 1.783
O -0.039 -1.220 1.395
C -1.516 -0.948 3.900
C -2.461 -1.889 3.135
C -2.253 -0.449 5.145
C -0.264 -1.709 4.362
C -1.540 4.021 2.701
C -0.275 4.881 2.856
C -2.388 4.564 1.538
C -2.359 4.128 3.987
C 2.749 0.039 -1.106
O 2.430 -1.148 -0.814
C 4.006 0.402 -1.721
C 4.258 1.742 -1.903
C 4.982 -0.683 -2.149
C 4.301 -1.590 -3.188
C 6.239 -0.094 -2.794
C 5.421 -1.506 -0.927
H 5.217 5.533 -2.479
H 5.839 4.082 -1.702
H 5.163 4.000 -3.340
H 3.789 6.030 -0.578
H 2.578 4.899 0.018
H 4.294 4.574 0.287
H 2.829 5.865 -2.920
H 2.656 4.292 -3.706
H 1.605 4.730 -2.356
H 1.409 3.192 -0.742
H -0.187 3.157 0.536
H -1.995 1.742 4.141
H -3.386 -1.371 2.870
H -2.002 -2.272 2.224
H -2.721 -2.739 3.768
H -3.178 0.073 4.892
H -2.520 -1.304 5.766
H -1.629 0.214 5.747
H 0.277 -2.145 3.524
H 0.412 -1.046 4.905
H -0.558 -2.514 5.037
H 0.324 4.884 1.944
H -0.556 5.912 3.076
H 0.351 4.517 3.672
H -1.826 4.606 0.606
H -3.271 3.946 1.372
H -2.719 5.577 1.771
H -1.796 3.798 4.862
H -2.631 5.171 4.148
H -3.286 3.553 3.931
H 5.193 2.033 -2.351
H 4.023 -1.019 -4.076
H 4.997 -2.372 -3.495
H 3.403 -2.058 -2.791
H 6.005 0.488 -3.688
H 6.798 0.536 -2.100
H 6.895 -0.910 -3.098
H 4.579 -2.003 -0.449
H 6.137 -2.266 -1.246
H 5.915 -0.870 -0.190
O -0.394 -2.088 -4.229
C -0.652 -1.440 -3.244
O 0.252 -1.013 -2.394
C -2.083 -1.040 -2.896
P -2.393 -1.372 -1.127
C -3.823 -0.349 -0.682
C -5.024 -0.435 -1.388
C -6.104 0.348 -1.020
C -6.000 1.215 0.063
C -4.813 1.301 0.772
C -3.724 0.525 0.396
C -3.020 -3.071 -1.084
C -3.775 -3.486 0.014
C -4.160 -4.811 0.134
C -3.796 -5.733 -0.839
C -3.057 -5.322 -1.938
C -2.666 -3.996 -2.064
H -2.789 -1.514 -3.576
H -2.153 0.045 -3.014
H -5.117 -1.124 -2.219
H -7.033 0.281 -1.571
H -6.849 1.819 0.352
H -4.731 1.968 1.621
H -2.797 0.595 0.949
H -4.068 -2.770 0.772
H -4.751 -5.125 0.985
H -4.102 -6.767 -0.747
H -2.789 -6.034 -2.709
H -2.090 -3.693 -2.931
C 0.467 -5.447 -0.125
C 0.822 -5.257 -1.604
C 1.254 -3.811 -1.666
O 0.320 -3.152 -0.752
C -0.034 -4.075 0.324
H 1.348 -5.736 0.446
H -0.294 -6.211 0.020
H -0.048 -5.416 -2.241
H 1.614 -5.928 -1.932
H 1.146 -3.331 -2.635
H 2.263 -3.658 -1.282
H -1.116 -4.025 0.431
H 0.440 -3.726 1.240